Record 1
Molecular formula: C2H4O2Rb
Method: DFT, ωB97M-V/def2-TZVPD

```
9
Properties=species:S:1:pos:R:3:forces:R:3:lowdin_charge:R:1
Rb -2.449 1.087 1.495 1.3 -0.7 -0.8 0.83
O 0.544 0.333 1.666 -0.9 0.3 -0.5 -0.52
C 0.789 0.310 0.280 -1.5 -1.2 1.8 -0.49
C -0.210 -0.559 -0.643 -0.4 1.5 -0.5 -0.48
O -1.532 -0.130 -0.969 1.1 0.2 1.4 -0.56
H 1.768 -0.142 0.121 0.6 -0.4 -0.4 0.05
H 0.881 1.339 -0.070 -0.3 0.5 -0.8 0.06
H -0.198 -1.606 -0.340 0.0 -0.4 1.0 0.06
H 0.407 -0.632 -1.539 0.3 0.2 -1.0 0.05
```
Positions in Å, forces in eV/Å.

Summary:
HOMO-LUMO gap: 3.39 eV
total charge: -1
ΔE to the lowest compared entry with this formula, charge and spin: 0.404 eV
E_LUMO: 1.78 eV
HOMO energy: -1.62 eV

=====

Record 2
Molecular formula: C2H4N2O2
Method: DFT, ωB97M-V/def2-TZVPD

```
10
Properties=species:S:1:pos:R:3:forces:R:3:lowdin_charge:R:1
N 1.780 -0.182 -0.042 -0.1 0.2 0.2 0.16
C 0.447 -0.045 0.233 -0.1 0.1 -0.3 -0.61
O 0.011 -0.531 1.347 -0.3 0.1 -0.2 0.00
N -0.432 0.505 -0.585 0.2 -0.1 0.0 0.08
C -2.053 -0.093 0.058 -0.8 0.0 -0.3 -0.10
O -2.988 0.119 -0.596 0.8 -0.1 0.4 0.07
H 2.363 -0.431 0.745 -0.1 0.0 -0.1 0.11
H 2.193 0.458 -0.706 -0.2 -0.1 0.1 0.10
H -0.154 0.696 -1.542 0.1 0.0 0.2 0.10
H -1.143 -0.501 1.089 0.5 0.0 0.1 0.08
```
Positions in Å, forces in eV/Å.

Summary:
HOMO-LUMO gap: 9.88 eV
total charge: 0
ΔE to the lowest compared entry with this formula, charge and spin: 2.165 eV
E_LUMO: 0.73 eV
HOMO energy: -9.15 eV

=====

Record 3
Molecular formula: C19H20N2O3
Method: DFT, ωB97M-V/def2-TZVPD

```
44
Properties=species:S:1:pos:R:3:forces:R:3:lowdin_charge:R:1
C 3.302 -1.200 3.511 -0.2 0.2 -0.1 -0.11
C 3.361 -0.814 2.163 -0.2 0.0 0.0 -0.10
C 2.193 -0.422 1.496 0.1 -0.3 0.7 -0.05
C 0.981 -0.414 2.185 -0.3 0.0 -0.6 -0.15
C -0.351 -0.109 1.401 0.7 -2.1 1.6 -0.49
O -1.379 0.051 2.212 -1.0 0.2 0.5 -0.17
C 0.914 -0.771 3.536 0.4 0.0 -0.1 -0.03
C 2.081 -1.169 4.199 0.0 0.1 -0.5 -0.09
H 4.213 -1.497 4.031 -0.2 0.0 -0.2 0.09
H 4.313 -0.825 1.630 -0.2 0.0 0.2 0.09
H 2.178 -0.144 0.440 0.3 -0.1 0.2 0.11
H -0.406 -0.919 0.633 0.0 -0.7 0.5 0.14
H -0.047 -0.746 4.053 0.2 0.0 -0.3 0.11
H 2.021 -1.464 5.248 0.1 0.1 -0.3 0.10
C -3.773 -0.842 0.343 0.4 0.1 -0.2 -0.03
O -2.586 -0.243 -0.201 -0.3 -0.6 -0.4 -0.09
C -1.927 -0.805 -1.229 -0.6 0.1 -0.1 -0.22
C -0.787 -0.084 -1.613 -0.1 0.5 -0.5 -0.05
N -0.405 1.043 -0.810 0.4 0.2 0.2 0.09
C -0.236 1.022 0.531 0.0 1.8 -0.6 -0.16
N -0.053 2.273 0.948 0.5 0.6 -0.7 -0.01
C 0.133 2.743 2.315 0.2 0.1 0.4 0.02
C 0.008 3.111 -0.159 -0.3 -0.3 0.2 -0.01
C -0.230 2.353 -1.244 -0.1 -0.1 -0.2 0.00
C -0.180 -0.326 -2.847 0.0 -0.8 0.1 -0.22
O 0.857 0.485 -3.188 0.3 -0.3 -0.7 -0.09
C 1.678 0.086 -4.316 -0.4 0.1 0.5 -0.05
C -0.628 -1.412 -3.625 0.3 0.2 0.1 -0.03
C -1.640 -2.236 -3.136 -0.1 0.2 0.1 -0.07
C -2.314 -1.949 -1.948 0.2 0.4 0.1 0.00
H -3.929 -0.274 1.257 -0.1 -0.2 0.0 0.09
H -4.610 -0.710 -0.358 0.2 -0.1 0.1 0.10
H -3.626 -1.907 0.575 0.0 0.3 0.0 0.10
H -0.220 1.989 3.023 0.0 0.0 -0.3 0.09
H 1.194 2.970 2.497 -0.3 -0.1 -0.1 0.10
H -0.451 3.661 2.456 0.1 -0.3 -0.1 0.10
H 0.203 4.161 -0.065 0.0 0.1 0.0 0.12
H -0.289 2.607 -2.285 0.0 0.0 0.0 0.13
H 2.459 0.843 -4.366 -0.1 -0.1 0.0 0.09
H 2.117 -0.907 -4.144 -0.1 0.3 0.0 0.10
H 1.100 0.076 -5.252 0.1 0.1 0.3 0.09
H -0.158 -1.616 -4.590 -0.2 0.0 0.4 0.10
H -1.931 -3.112 -3.714 0.0 0.2 0.1 0.11
H -3.147 -2.556 -1.593 0.3 0.2 -0.2 0.11
```
Positions in Å, forces in eV/Å.

Summary:
HOMO-LUMO gap: 7.47 eV
total charge: 0
ΔE to the lowest compared entry with this formula, charge and spin: 4.792 eV
E_LUMO: 0.57 eV
HOMO energy: -6.90 eV

=====

Record 4
Molecular formula: C49H107N5O7
Method: DFT, ωB97M-V/def2-TZVPD

```
168
Properties=species:S:1:pos:R:3:forces:R:3:lowdin_charge:R:1
C 3.600 4.872 -1.643 1.8 -0.3 1.3 -0.05
C 3.398 5.371 -3.038 -0.8 0.9 0.4 -0.50
C 2.075 4.740 -3.514 0.2 -0.6 0.0 -0.02
C 3.192 6.914 -3.027 1.3 0.9 -1.8 -0.12
C 4.492 7.738 -2.982 0.8 -0.2 1.6 -0.20
C 5.600 7.303 -3.900 -1.3 -0.9 0.1 -0.18
C 5.888 5.808 -3.768 0.3 -1.9 -1.2 -0.45
C 6.796 5.525 -5.017 -0.6 0.4 0.1 -0.04
C 6.680 5.417 -2.482 -1.6 1.4 0.0 -0.01
N 4.545 5.083 -3.919 0.7 2.8 -1.0 -0.12
O 4.719 3.790 -4.339 0.1 -1.7 0.9 -0.02
H 2.719 4.799 -1.005 -0.1 -0.2 -0.3 0.09
H 4.173 3.947 -1.714 -0.7 -0.7 0.1 0.09
H 4.348 5.441 -1.089 -0.3 0.6 0.1 0.06
H 1.214 5.398 -3.393 0.3 0.5 -0.7 0.08
H 2.220 4.329 -4.514 -0.6 0.2 -0.1 0.08
H 1.756 3.938 -2.849 0.5 -0.5 -0.2 0.07
H 2.834 7.244 -4.002 -0.8 -0.5 -0.3 0.11
H 2.494 7.309 -2.288 0.0 -0.5 0.2 0.12
H 4.401 8.785 -3.269 -0.8 0.2 0.7 0.11
H 4.894 7.645 -1.974 0.0 0.6 0.4 0.10
H 6.477 7.938 -3.773 0.1 -0.2 0.0 0.13
H 5.154 7.468 -4.880 0.6 -0.1 -0.5 0.12
H 7.423 6.416 -5.015 0.4 -0.2 -0.4 0.07
H 6.211 5.541 -5.937 -0.2 0.2 0.0 0.08
H 7.433 4.644 -5.088 -0.2 -0.1 0.6 0.08
H 7.671 5.870 -2.513 0.1 -0.4 0.0 0.09
H 6.630 4.376 -2.164 0.3 0.0 -0.6 0.09
H 6.099 5.957 -1.733 0.5 0.0 0.6 0.04
H 4.439 3.722 -5.255 -0.1 0.4 -0.2 0.10
C 0.729 -4.156 -3.926 0.5 0.1 0.6 -0.04
C 0.867 -3.988 -2.358 -0.1 -0.4 -1.1 -0.48
C 2.146 -4.712 -1.843 -0.7 0.3 1.3 -0.03
C 1.055 -2.468 -2.114 0.4 0.3 0.6 -0.15
C 0.938 -2.006 -0.608 -2.3 -1.3 -2.3 -0.12
C -0.477 -2.507 -0.079 2.9 0.5 0.9 -0.13
C -0.770 -3.974 -0.347 -1.5 -1.7 0.1 -0.47
C -0.281 -4.997 0.792 -0.3 1.4 -0.8 -0.01
C -2.327 -4.087 -0.234 -0.1 -0.4 -0.6 -0.06
N -0.436 -4.350 -1.743 -0.4 0.2 -0.4 -0.09
O -0.795 -5.733 -1.955 1.2 0.1 0.8 -0.02
H -0.004 -3.499 -4.395 -0.4 0.0 0.4 0.07
H 1.670 -3.848 -4.381 0.3 -0.1 0.1 0.08
H 0.538 -5.175 -4.265 0.0 -0.1 0.3 0.07
H 2.097 -4.607 -0.760 0.3 0.4 0.2 0.05
H 2.271 -5.794 -1.882 -0.3 0.0 -1.0 0.08
H 3.027 -4.162 -2.177 0.0 -0.3 -0.2 0.08
H 2.062 -2.139 -2.371 0.2 -0.5 -0.5 0.11
H 0.429 -1.994 -2.871 -0.5 0.5 0.6 0.11
H 1.799 -2.498 -0.156 -0.2 0.4 0.7 0.10
H 0.961 -0.917 -0.597 0.4 -0.1 0.3 0.10
H -1.265 -1.802 -0.343 0.0 -0.3 -0.5 0.12
H -0.355 -2.430 1.001 -0.5 0.1 0.2 0.10
H -0.944 -5.860 0.856 0.2 0.0 -0.3 0.07
H -0.473 -4.404 1.686 0.5 -0.3 0.4 0.07
H 0.749 -5.346 0.710 0.0 0.3 0.1 0.06
H -2.778 -3.536 0.592 0.3 0.1 0.2 0.08
H -2.635 -5.128 -0.142 0.0 0.0 0.1 0.07
H -2.787 -3.736 -1.158 0.1 0.3 0.0 0.08
H -1.505 -5.807 -2.596 -0.1 0.8 -0.2 0.10
C -7.338 3.793 6.703 -1.3 0.3 0.4 -0.03
C -7.662 3.736 5.206 1.5 -0.8 -0.9 -0.49
C -9.192 3.832 4.946 0.9 -0.6 0.9 -0.03
C -6.962 4.820 4.380 1.2 -0.2 0.0 -0.12
C -5.409 4.685 4.327 -1.5 1.7 0.9 -0.21
C -4.987 3.383 3.819 -0.1 -1.8 0.5 -0.14
C -5.736 2.105 4.491 0.6 0.8 -0.5 -0.44
C -5.578 1.026 3.381 0.3 -0.4 1.0 -0.05
C -5.086 1.636 5.820 1.2 -0.3 -0.1 -0.04
N -7.165 2.429 4.623 0.8 3.4 -0.9 -0.16
O -7.971 1.370 4.970 0.0 -1.2 -0.1 -0.01
H -7.811 4.664 7.155 -0.3 0.1 0.0 0.08
H -7.857 2.919 7.096 0.2 -0.1 0.5 0.09
H -6.323 3.845 7.098 0.2 -0.4 -0.8 0.07
H -9.493 3.695 3.907 0.4 0.4 -0.1 0.08
H -9.643 2.987 5.466 -0.3 0.3 0.3 0.07
H -9.504 4.796 5.349 -0.4 -0.1 -0.1 0.09
H -7.334 4.656 3.368 -0.1 0.6 -0.1 0.12
H -7.174 5.809 4.784 -0.5 0.0 -0.2 0.12
H -4.949 5.479 3.739 -0.3 0.1 -0.5 0.11
H -4.985 4.931 5.301 -0.1 -0.5 0.5 0.11
H -3.904 3.401 3.940 0.2 -1.0 0.1 0.12
H -5.151 3.311 2.744 -0.3 0.0 0.0 0.11
H -6.130 1.235 2.465 -0.2 0.2 0.2 0.08
H -5.830 0.040 3.773 -0.3 -0.1 -0.1 0.08
H -4.524 0.949 3.115 0.1 0.1 0.0 0.08
H -4.186 1.055 5.621 0.2 -0.2 -0.5 0.07
H -5.641 0.958 6.468 -0.7 0.2 -0.3 0.08
H -4.663 2.410 6.460 -0.5 0.5 -0.1 0.07
H -8.114 1.117 4.055 -0.9 -1.0 0.2 0.11
C 2.432 -4.532 7.752 0.3 0.1 -1.8 -0.02
C 3.826 -3.785 7.663 -2.6 1.4 -1.0 -0.46
C 4.694 -4.367 8.709 1.8 0.0 0.4 -0.07
C 4.522 -3.917 6.275 0.1 0.7 -0.5 -0.14
C 3.926 -3.090 5.084 0.3 -1.0 2.6 -0.16
C 3.800 -1.568 5.534 -0.9 -1.6 -1.5 -0.10
C 3.137 -1.263 6.975 -0.2 -0.7 -3.0 -0.47
C 3.470 0.185 7.401 0.6 -1.3 0.6 -0.03
C 1.615 -1.324 6.631 -0.1 -1.6 0.5 -0.05
N 3.622 -2.270 7.923 1.4 -0.6 -0.8 -0.11
O 3.007 -2.070 9.161 -0.2 -0.1 0.6 -0.03
H 1.715 -4.105 7.052 0.0 0.3 -0.1 0.05
H 2.593 -5.516 7.313 0.0 -0.4 0.4 0.08
H 1.873 -4.618 8.684 0.8 0.2 0.3 0.08
H 5.161 -5.297 8.383 -0.9 -0.7 0.0 0.09
H 5.635 -3.817 8.739 -0.1 0.8 0.6 0.09
H 4.206 -4.461 9.679 0.3 0.0 -0.1 0.09
H 5.550 -3.564 6.362 0.2 0.2 0.5 0.11
H 4.670 -4.953 5.970 -0.5 -0.3 0.3 0.11
H 4.529 -3.323 4.207 0.4 0.8 0.0 0.10
H 3.015 -3.629 4.825 -0.7 0.7 0.1 0.09
H 3.094 -1.316 4.743 -0.4 1.1 0.3 0.09
H 4.698 -1.049 5.199 0.3 0.1 0.9 0.10
H 2.954 0.904 6.765 0.1 0.0 0.2 0.08
H 4.550 0.333 7.398 0.1 0.1 -0.3 0.08
H 3.193 0.256 8.453 -0.4 0.5 -0.1 0.07
H 0.963 -1.565 7.471 0.1 1.0 0.6 0.08
H 1.410 -2.253 6.099 0.3 0.0 -0.7 0.05
H 1.267 -0.509 5.997 0.0 0.1 0.4 0.08
H 3.725 -1.642 9.633 -0.2 0.0 0.5 0.10
C -5.667 -0.994 -7.303 -0.3 -0.3 -2.0 -0.06
C -6.088 -0.404 -6.006 2.0 0.7 1.4 -0.47
C -6.883 -1.423 -5.081 0.1 2.4 -1.2 -0.01
C -4.743 -0.164 -5.198 1.6 -0.1 -1.4 -0.11
C -3.747 0.996 -5.723 -2.4 -0.7 0.7 -0.15
C -4.568 2.258 -5.697 1.0 0.6 0.5 -0.19
C -5.877 2.203 -6.489 -0.4 -0.5 -1.3 -0.42
C -6.671 3.391 -5.962 -1.3 0.1 -0.4 -0.06
C -5.551 2.385 -8.077 -0.7 -0.9 1.2 -0.01
N -6.723 0.941 -6.225 3.1 0.9 2.8 -0.13
O -7.920 0.978 -6.861 -1.1 -0.6 -1.6 -0.02
H -5.116 -1.934 -7.279 -0.5 -0.3 0.4 0.09
H -6.552 -1.059 -7.936 -0.1 -0.5 -0.2 0.09
H -5.002 -0.367 -7.896 0.1 0.5 0.3 0.07
H -7.650 -1.879 -5.706 0.0 -0.4 0.5 0.08
H -6.195 -2.083 -4.553 -0.1 -0.3 -0.5 0.08
H -7.305 -0.748 -4.336 -0.5 -0.3 0.2 0.08
H -4.877 -0.315 -4.127 -0.2 1.3 0.3 0.10
H -4.066 -1.002 -5.366 -0.5 -0.8 -0.4 0.10
H -2.860 0.985 -5.090 0.0 0.3 -0.1 0.11
H -3.462 0.881 -6.768 0.2 -0.8 0.1 0.09
H -4.012 3.111 -6.088 0.1 0.1 -0.5 0.12
H -4.650 2.591 -4.663 -0.9 -0.3 0.3 0.11
H -6.336 4.350 -6.358 0.7 0.0 0.5 0.09
H -6.767 3.339 -4.878 0.4 0.3 0.0 0.09
H -7.707 3.434 -6.297 -0.2 -0.4 -0.3 0.07
H -4.700 1.767 -8.364 0.2 0.2 0.1 0.05
H -5.413 3.409 -8.423 0.2 0.1 0.4 0.07
H -6.373 1.966 -8.659 -0.3 0.1 0.1 0.07
H -8.437 1.646 -6.404 -0.2 -0.1 0.3 0.09
C 7.868 -2.620 -4.888 0.8 1.3 0.0 -0.07
C 7.702 -1.260 -5.623 -0.2 -1.6 -2.4 -0.36
O 8.166 -0.168 -4.932 0.2 1.2 1.8 -0.06
H 7.593 -2.419 -3.853 -0.3 -0.4 0.0 0.07
H 8.925 -2.886 -4.873 0.1 0.1 0.1 0.06
H 7.359 -3.484 -5.314 -0.4 0.4 -0.1 0.07
H 6.704 -1.174 -6.053 -0.6 0.3 0.8 0.10
H 8.265 -1.185 -6.553 0.4 -1.0 -0.3 0.10
H 7.554 0.571 -4.944 -0.1 -0.2 0.0 0.09
C 5.271 -9.811 2.540 0.0 -0.7 0.0 -0.08
C 6.154 -9.053 1.566 1.0 0.8 0.6 -0.35
O 5.798 -9.224 0.222 -0.9 -0.3 -0.5 -0.07
H 4.244 -9.995 2.226 0.1 0.3 -0.5 0.07
H 5.169 -9.326 3.511 0.4 0.2 -0.1 0.07
H 5.706 -10.798 2.700 -0.1 -0.1 0.1 0.07
H 7.202 -9.339 1.662 0.2 -0.6 0.4 0.10
H 6.238 -8.003 1.847 -0.7 0.4 -0.1 0.10
H 6.373 -8.695 -0.336 0.0 0.0 0.1 0.08
```
Positions in Å, forces in eV/Å.

Summary:
HOMO-LUMO gap: 8.02 eV
structure (SMILES): CC1(C)CCCC(C)(C)N1O.CC1(C)CCCC(C)(C)N1O.CC1(C)CCCC(C)(C)N1O.CC1(C)CCCC(C)(C)N1O.CC1(C)CCCC(C)(C)N1O.CCO.CCO
total charge: 0
ΔE to the lowest compared entry with this formula, charge and spin: 7.776 eV
E_LUMO: 0.17 eV
HOMO energy: -7.85 eV

=====

Which of these has the highest E_LUMO?
C2H4O2Rb

=====

What did the third record say?
Molecular formula: C19H20N2O3
Method: DFT, ωB97M-V/def2-TZVPD

```
44
Properties=species:S:1:pos:R:3:forces:R:3:lowdin_charge:R:1
C 3.302 -1.200 3.511 -0.2 0.2 -0.1 -0.11
C 3.361 -0.814 2.163 -0.2 0.0 0.0 -0.10
C 2.193 -0.422 1.496 0.1 -0.3 0.7 -0.05
C 0.981 -0.414 2.185 -0.3 0.0 -0.6 -0.15
C -0.351 -0.109 1.401 0.7 -2.1 1.6 -0.49
O -1.379 0.051 2.212 -1.0 0.2 0.5 -0.17
C 0.914 -0.771 3.536 0.4 0.0 -0.1 -0.03
C 2.081 -1.169 4.199 0.0 0.1 -0.5 -0.09
H 4.213 -1.497 4.031 -0.2 0.0 -0.2 0.09
H 4.313 -0.825 1.630 -0.2 0.0 0.2 0.09
H 2.178 -0.144 0.440 0.3 -0.1 0.2 0.11
H -0.406 -0.919 0.633 0.0 -0.7 0.5 0.14
H -0.047 -0.746 4.053 0.2 0.0 -0.3 0.11
H 2.021 -1.464 5.248 0.1 0.1 -0.3 0.10
C -3.773 -0.842 0.343 0.4 0.1 -0.2 -0.03
O -2.586 -0.243 -0.201 -0.3 -0.6 -0.4 -0.09
C -1.927 -0.805 -1.229 -0.6 0.1 -0.1 -0.22
C -0.787 -0.084 -1.613 -0.1 0.5 -0.5 -0.05
N -0.405 1.043 -0.810 0.4 0.2 0.2 0.09
C -0.236 1.022 0.531 0.0 1.8 -0.6 -0.16
N -0.053 2.273 0.948 0.5 0.6 -0.7 -0.01
C 0.133 2.743 2.315 0.2 0.1 0.4 0.02
C 0.008 3.111 -0.159 -0.3 -0.3 0.2 -0.01
C -0.230 2.353 -1.244 -0.1 -0.1 -0.2 0.00
C -0.180 -0.326 -2.847 0.0 -0.8 0.1 -0.22
O 0.857 0.485 -3.188 0.3 -0.3 -0.7 -0.09
C 1.678 0.086 -4.316 -0.4 0.1 0.5 -0.05
C -0.628 -1.412 -3.625 0.3 0.2 0.1 -0.03
C -1.640 -2.236 -3.136 -0.1 0.2 0.1 -0.07
C -2.314 -1.949 -1.948 0.2 0.4 0.1 0.00
H -3.929 -0.274 1.257 -0.1 -0.2 0.0 0.09
H -4.610 -0.710 -0.358 0.2 -0.1 0.1 0.10
H -3.626 -1.907 0.575 0.0 0.3 0.0 0.10
H -0.220 1.989 3.023 0.0 0.0 -0.3 0.09
H 1.194 2.970 2.497 -0.3 -0.1 -0.1 0.10
H -0.451 3.661 2.456 0.1 -0.3 -0.1 0.10
H 0.203 4.161 -0.065 0.0 0.1 0.0 0.12
H -0.289 2.607 -2.285 0.0 0.0 0.0 0.13
H 2.459 0.843 -4.366 -0.1 -0.1 0.0 0.09
H 2.117 -0.907 -4.144 -0.1 0.3 0.0 0.10
H 1.100 0.076 -5.252 0.1 0.1 0.3 0.09
H -0.158 -1.616 -4.590 -0.2 0.0 0.4 0.10
H -1.931 -3.112 -3.714 0.0 0.2 0.1 0.11
H -3.147 -2.556 -1.593 0.3 0.2 -0.2 0.11
```
Positions in Å, forces in eV/Å.

Summary:
HOMO-LUMO gap: 7.47 eV
total charge: 0
ΔE to the lowest compared entry with this formula, charge and spin: 4.792 eV
E_LUMO: 0.57 eV
HOMO energy: -6.90 eV

=====

What is the formula in the first record?
C2H4O2Rb